1.
This record from OMol25 describes C40H56F8O28 as an isolated structure. The level of theory is ωB97M-V with the def2-TZVPD basis set.

Its energy above the lowest of the compared OMol25 structures with the same formula, charge and spin is 1224.40 kcal/mol. For the LUMO energy, the calculation gives -0.93 eV. For the calculated total energy, the calculation gives -121403.8076 eV. Its HOMO energy is -0.2687 hartree. Its gap between HOMO and LUMO is 0.2347 Eh.

The geometry in XYZ format:
```
132
Properties=species:S:1:pos:R:3:forces:R:3
C 0.8524 7.4350 -2.7011 0.318 -0.789 -0.457
C 1.2261 6.0185 -2.3899 -0.430 -1.182 -2.189
O 1.1723 6.0253 -1.0084 -1.871 1.601 -5.152
C 1.4740 7.1667 -0.5997 -1.603 4.503 2.256
O 1.6198 7.4119 0.5985 -9.470 -5.110 -15.647
O 1.4298 8.0791 -1.5949 0.313 -0.591 0.020
F 2.5216 5.6525 -2.8201 -6.676 1.348 -1.067
H -0.2264 7.5384 -2.5846 -0.123 0.100 -0.713
H 1.2921 7.7074 -3.6606 -0.273 0.557 0.195
H 0.4826 5.3226 -2.7783 0.361 -0.369 0.056
C 2.1206 5.2228 0.9480 0.755 -2.257 2.806
C 1.0484 4.3215 0.3141 0.693 1.820 1.503
O -0.0668 4.6639 1.1105 -1.111 -0.697 -1.009
C 0.3120 5.2607 2.2416 -2.045 0.165 5.340
O -0.3664 5.4280 3.2743 1.651 -0.542 -4.043
O 1.5994 5.5968 2.2223 -1.322 -5.699 -0.900
F 1.4004 3.0757 0.4231 -0.029 -3.434 0.768
H 2.4390 5.9755 0.2268 -1.071 -1.171 4.159
H 3.0535 4.6757 1.0835 -1.515 0.398 1.650
H 1.0234 4.6254 -0.7324 -1.636 -3.295 1.845
C 5.6762 5.4132 -2.6126 1.512 -1.060 -0.502
C 6.3011 5.1018 -1.2796 0.345 0.016 -1.845
O 5.2546 4.6155 -0.5424 -2.047 -0.428 -0.202
C 4.0679 4.9975 -1.1537 -1.519 -1.123 -0.453
O 2.9440 4.8790 -0.6532 8.355 -5.342 -8.856
O 4.3174 5.5376 -2.3761 2.852 -5.662 5.188
F 6.7254 6.2528 -0.7281 0.744 -0.640 -1.203
H 5.7861 4.5610 -3.2833 0.429 0.175 -0.303
H 6.0102 6.3673 -3.0205 0.948 -1.234 0.171
H 7.1469 4.4220 -1.3825 -0.160 -0.163 0.424
C 5.7920 8.4645 -4.6536 -0.306 -0.411 -0.381
C 4.9367 8.3397 -3.3985 -0.918 3.180 -1.626
O 5.7710 8.7356 -2.3570 2.214 0.165 -0.454
C 6.9165 9.2182 -2.8461 1.648 0.216 -2.198
O 7.7848 9.7745 -2.2439 -0.138 0.877 -5.219
O 7.0102 8.9733 -4.1751 0.371 0.264 0.194
F 4.4420 7.1504 -3.1907 -1.238 3.648 -2.880
H 5.3644 9.1290 -5.4044 0.016 0.109 0.178
H 5.9434 7.4921 -5.1222 0.073 -0.096 0.054
H 4.0783 9.0112 -3.3795 0.039 0.351 -0.162
C 8.9692 7.5387 -0.7387 0.940 -0.397 1.682
C 8.1020 8.6578 -0.2442 -1.302 -1.055 -0.894
O 8.8566 9.5012 0.6046 3.457 -1.733 -4.060
C 10.0562 8.9725 0.6925 5.139 -0.146 3.414
O 10.9534 9.3674 1.4811 -3.371 -1.154 -3.221
O 10.1522 7.8519 -0.0255 2.024 0.679 -1.613
F 6.9598 8.2275 0.3804 9.855 -0.456 -4.518
H 9.0885 7.4792 -1.8206 0.369 0.569 -0.084
H 8.6819 6.5396 -0.4112 0.089 0.433 0.212
H 7.7258 9.1828 -1.1222 0.835 -0.450 3.485
C 0.4160 10.1297 -0.8184 -0.636 1.548 0.983
C 1.5094 9.9013 0.2050 -2.749 2.060 1.588
O 1.4944 11.0791 0.9909 -0.067 0.355 -0.703
C 0.8952 12.0766 0.3052 0.296 3.359 1.506
O 0.9460 13.2670 0.6195 -0.249 -3.494 -1.049
O 0.2073 11.5638 -0.7059 -0.409 -0.272 -1.471
F 2.7023 9.8694 -0.3528 -5.687 4.779 -1.427
H -0.4957 9.6715 -0.4351 -0.130 -0.255 -0.346
H 0.6676 9.8129 -1.8306 -0.333 1.092 0.404
H 1.3902 9.0701 0.9000 -0.850 2.124 -0.625
C 6.9501 10.1398 1.5162 -1.513 1.444 3.355
C 6.1095 9.7819 2.7515 0.477 -0.155 -2.984
O 5.0845 10.7315 2.6181 0.951 -1.765 3.628
C 5.5216 11.7743 2.1128 0.589 4.460 -2.704
O 4.8771 12.7942 1.9215 0.785 -0.363 1.113
O 6.6737 11.5117 1.5445 2.957 3.395 -1.242
F 6.7951 9.8899 3.8725 1.459 1.878 2.434
H 6.5568 9.7473 0.5785 0.941 2.487 1.398
H 7.9766 9.7766 1.5666 -2.364 2.202 2.714
H 5.7070 8.7691 2.7422 0.523 5.133 -0.727
C 7.3946 6.4105 4.4525 -1.027 -0.488 0.505
C 6.4708 6.7845 3.2520 2.474 -0.880 5.661
O 7.4086 7.0599 2.3064 2.284 0.240 -1.138
C 8.7006 6.6242 2.6054 1.344 -2.320 -2.721
O 9.5998 6.4682 1.7009 -4.849 0.463 6.041
O 8.6579 6.1499 3.8792 1.443 0.499 -1.313
F 5.7991 7.8920 3.6714 0.052 -5.076 4.472
H 7.0018 5.5236 4.9496 0.371 -0.308 -0.190
H 7.4616 7.1632 5.2379 0.096 0.412 -0.414
H 5.7926 5.9488 3.0802 1.082 3.126 0.855
C 4.0084 8.3602 -0.5862 -0.293 -3.824 -1.070
C 3.9801 7.1818 0.3815 1.242 -0.249 -0.064
C 5.3026 7.3806 1.1060 -2.675 -3.124 -1.583
O 5.4191 8.7248 1.1389 -7.806 -0.195 -0.742
C 4.6041 9.4461 0.2451 1.314 -3.425 0.472
H 3.0144 8.5999 -0.9639 2.730 -2.174 -0.447
H 4.5592 8.0660 -1.4795 -0.662 -0.215 2.549
H 3.7794 6.2511 -0.1492 1.633 2.096 0.921
H 3.1389 7.1879 1.0747 2.717 0.217 -0.436
H 6.1736 7.0319 0.5511 -2.925 -1.444 1.954
H 5.2861 6.9993 2.1271 -1.064 0.368 -2.184
H 5.1568 10.0872 -0.4417 0.142 -2.107 1.882
H 3.8221 9.9359 0.8254 2.234 -0.195 0.088
C 3.1804 9.7643 3.1139 -2.273 -0.222 0.927
C 3.3258 8.2813 2.9165 1.097 -0.588 1.594
C 2.0601 7.8830 2.2593 3.297 6.366 8.975
O 1.0892 8.6543 2.9796 -0.862 0.461 0.651
C 1.7066 9.8840 3.4692 -0.001 -0.243 -0.738
H 3.4309 10.2630 2.1776 -1.375 -0.246 0.898
H 3.8438 10.1960 3.8634 -0.997 -0.426 0.239
H 3.3837 7.7332 3.8569 0.274 0.126 0.618
H 4.2460 8.1025 2.3603 -2.201 0.238 1.146
H 1.7741 6.8426 2.4135 0.953 3.900 0.156
H 2.1357 8.2648 1.2412 3.213 3.074 5.581
H 1.6232 10.0143 4.5481 -0.590 -0.275 0.017
H 1.2156 10.6667 2.8910 0.143 0.207 1.032
C 5.8227 2.6245 1.6882 -1.075 -1.367 -1.287
C 4.4844 3.3207 1.9587 0.547 -1.113 0.968
C 4.9439 4.6828 2.4200 -1.390 -0.377 -0.763
O 6.3495 4.6945 2.4070 2.119 -2.664 -0.953
C 6.8141 3.7171 1.4814 0.651 -0.245 0.221
H 5.6932 1.9422 0.8480 0.250 0.018 -0.273
H 6.1006 1.9645 2.5099 0.197 0.361 0.195
H 4.0118 2.7715 2.7730 -0.441 0.149 -0.174
H 3.8292 3.3177 1.0876 0.344 -0.202 0.281
H 4.6378 4.9962 3.4181 -0.504 -0.584 0.144
H 4.5947 5.4563 1.7360 -0.158 -0.356 0.177
H 7.7983 3.2969 1.6887 0.252 0.682 0.681
H 6.9143 4.2072 0.5130 -0.109 -0.736 0.517
C 4.3973 13.0604 -1.1013 1.188 0.969 -0.350
C 4.6931 11.6290 -0.7173 -1.695 1.969 -2.113
C 6.0034 11.3218 -1.4667 0.293 1.300 1.724
O 6.6707 12.5350 -1.5959 0.432 0.199 -0.943
C 5.8597 13.5638 -1.1128 -0.715 1.593 0.836
H 3.7924 13.6091 -0.3794 0.058 -0.176 0.091
H 3.9957 13.2583 -2.0951 -0.279 -0.500 -0.170
H 3.9082 10.9090 -0.9487 0.468 1.746 -0.780
H 4.7773 11.6232 0.3694 0.101 0.250 -1.381
H 6.0216 10.8321 -2.4403 -1.283 0.942 0.172
H 6.6133 10.7340 -0.7807 0.024 0.021 -0.538
H 6.0147 14.4652 -1.7057 -0.013 -0.053 -0.255
H 6.1532 13.8187 -0.0944 0.038 -0.095 0.182
```
Forces are in eV/Å.

***

2.
This record from OMol25 describes a single C2H3NO2 molecule. The level of theory is ωB97M-V with the def2-TZVPD basis set.

Its energy above the lowest of the compared OMol25 structures with the same formula, charge and spin is 64.38 kcal/mol. For the LUMO energy, the calculation gives 0.32 eV. For the calculated total energy, the calculation gives -7705.0511 eV. Its HOMO energy is -0.3321 hartree. Its gap between HOMO and LUMO is 0.3440 Eh.

The geometry in XYZ format:
```
8
Properties=species:S:1:pos:R:3:forces:R:3
N 0.4766 -1.1918 0.5737 0.037 0.003 -0.024
C -0.1382 -0.4601 -0.3784 -0.047 -0.402 -0.323
O -0.4840 -0.7963 -1.4700 0.164 0.224 0.576
C -0.3687 1.8360 -0.6845 -0.055 -0.119 0.432
O -0.3891 0.8340 0.1745 -0.019 0.359 -0.365
H 0.7395 -2.1364 0.3517 -0.031 0.084 0.007
H 0.7763 -0.7772 1.4409 -0.087 -0.027 -0.168
H -0.6124 2.6920 -0.0080 0.039 -0.121 -0.136
```
Forces are in eV/Å.

***

3.
This record from OMol25 describes H18O9Y as an isolated structure. The level of theory is ωB97M-V with the def2-TZVPD basis set.

Its energy above the lowest of the compared OMol25 structures with the same formula, charge and spin is 8.62 kcal/mol. For the LUMO energy, the calculation gives -9.99 eV. For the calculated total energy, the calculation gives -19741.3259 eV. Its total charge is +3. Its HOMO energy is -0.8518 hartree. Its gap between HOMO and LUMO is 0.4847 Eh.

The geometry in XYZ format:
```
28
Properties=species:S:1:pos:R:3:forces:R:3
Y 0.0016 0.0201 0.0205 0.981 -0.380 -0.506
O 2.2076 0.7741 0.2805 0.514 0.440 -0.241
H 2.2916 1.6621 0.6815 0.393 -0.489 -0.392
H 2.9766 0.6341 -0.3155 -0.442 0.094 0.550
O 0.1146 2.4431 0.3225 -0.307 -1.265 -0.896
H 0.3056 2.7441 1.1965 0.048 0.919 1.065
H -0.2374 3.1401 -0.2295 0.040 0.712 0.004
O 1.6596 -1.1259 -1.7325 -0.424 1.766 -0.370
H 1.8436 -2.0479 -1.6775 0.551 -1.254 -0.244
H 1.8996 -0.8109 -2.6365 -0.170 -0.509 0.817
O -0.2524 0.9411 -2.1855 -1.021 0.203 -0.164
H 0.1426 1.7061 -2.5875 1.128 0.760 -0.323
H -1.1434 1.0381 -2.5745 0.039 -0.572 0.269
O 0.3386 0.5991 2.3885 -0.213 -0.034 -0.261
H 1.1156 0.2901 2.8785 0.014 0.061 0.082
H -0.3984 0.5991 3.0145 0.203 0.133 0.283
O -2.1754 0.9371 -0.0815 -1.391 1.029 1.077
H -2.3584 1.8661 0.2285 0.268 -0.977 -0.611
H -2.9914 0.4641 0.2035 0.557 0.261 -0.499
O -1.0814 -1.5589 -1.3535 1.719 -0.925 -0.428
H -1.9384 -1.5279 -1.7135 -2.381 0.243 -0.420
H -0.6454 -2.0989 -2.0505 0.255 0.367 0.676
O 1.1506 -1.8799 0.9625 0.735 0.598 -1.350
H 2.0216 -2.2899 0.8105 -0.286 0.181 0.177
H 0.7826 -2.2809 1.7275 -0.509 -0.877 1.240
O -1.5304 -1.2629 1.3245 -0.299 0.709 0.692
H -2.1544 -0.8809 1.9575 0.158 0.107 0.283
H -1.9454 -2.0949 1.1405 -0.160 -1.302 -0.510
```
Forces are in eV/Å.

***

4.
This record from OMol25 describes C4H42BFeO29 as an isolated structure. The level of theory is ωB97M-V with the def2-TZVPD basis set.

The expectation value of S² is 8.754. For the LUMO energy (spin up / spin down), the calculation gives -5.69 / -8.21 eV. For the calculated total energy, the calculation gives -99264.3483 eV. Its total charge is +2. The spin multiplicity is 6. Its HOMO energy (spin up / spin down) is -0.4360 / -0.4360 hartree. Its gap between HOMO and LUMO (spin up / spin down) is 0.2268 / 0.1345 Eh.

The geometry in XYZ format:
```
77
Properties=species:S:1:pos:R:3:forces:R:3
Fe -0.3775 -0.4940 -0.7567 -0.249 0.558 1.317
O 3.3127 0.8506 2.5763 -0.168 0.453 0.375
C 2.7446 1.4348 3.4698 1.894 -0.385 0.948
O 3.2647 1.8340 4.6596 -1.338 -0.410 -1.900
B 2.1504 2.4136 5.4691 0.732 1.202 2.024
O 0.9583 2.1854 4.6350 -1.325 -0.273 -2.358
C 1.2548 1.6985 3.4502 -1.987 -0.127 -0.205
O 0.4801 1.3887 2.4868 2.002 1.289 3.286
O 2.3573 3.8634 5.8315 -0.095 -1.645 -3.359
C 2.4554 4.0351 7.1068 -0.297 0.862 2.253
O 2.7661 5.0751 7.6317 -0.361 -1.354 -0.117
C 2.0479 2.6455 7.7615 1.590 1.370 4.169
O 1.9500 1.7738 6.7896 -0.226 -0.888 -1.277
O 2.0353 2.4507 8.9831 -0.477 0.092 -3.665
O -2.3110 -1.4794 2.9270 -0.234 -0.200 -0.385
H -2.7601 -1.4532 3.7719 -0.318 0.038 0.171
H -1.3842 -1.5648 3.1505 0.672 0.150 0.186
O 1.4020 -0.2384 -4.6542 -0.459 0.135 0.238
H 2.1518 -0.8230 -4.5432 0.316 -0.279 0.056
H 1.7111 0.4363 -5.2587 0.173 0.211 -0.376
O 4.0147 -0.6431 -0.7463 -0.137 -0.452 -0.279
H 4.4978 -1.0999 -0.0577 0.198 -0.170 0.337
H 4.4495 0.2064 -0.8214 -0.050 -0.019 0.066
O -1.0819 1.3406 -0.0901 0.561 -1.332 -0.482
H -0.7936 2.1920 -0.4192 0.511 0.936 -0.681
H -1.6319 1.5489 0.6650 -0.891 -0.513 0.886
O -3.1027 1.6813 1.7438 0.168 -0.031 -0.190
H -2.9247 2.1947 2.5319 0.160 0.218 0.348
H -3.9887 1.3429 1.8728 -0.197 -0.010 -0.020
O -2.9045 0.5764 -2.3099 0.322 0.044 -0.086
H -3.5914 -0.0005 -1.9757 -0.412 -0.182 0.136
H -3.3507 1.1395 -2.9424 -0.126 0.286 -0.172
O 0.5231 -2.2031 3.4804 -0.357 0.052 -0.395
H 1.2253 -1.8664 4.0370 0.348 0.225 0.246
H 0.1667 -2.9464 3.9670 -0.012 -0.393 0.204
O -1.7158 -1.2482 -4.6610 0.122 0.010 0.089
H -2.3116 -1.6110 -5.3165 -0.356 -0.174 -0.159
H -0.9517 -0.9638 -5.1625 0.432 0.074 -0.146
O 0.3937 -0.6920 1.1335 -0.449 -1.525 -1.658
H 0.6410 -0.0481 1.7972 0.185 2.102 0.527
H 0.5067 -1.5383 1.5663 0.057 -0.839 -0.040
O -4.7198 -1.0281 -0.6819 0.165 0.142 -0.009
H -5.1356 -0.7222 0.1242 -0.355 0.245 0.232
H -5.3083 -1.7065 -1.0129 -0.154 -0.293 -0.214
O 1.7284 1.2328 -0.5909 -0.844 -0.216 0.299
H 1.9961 1.8274 0.1099 -0.107 -0.001 0.592
H 2.3697 1.3776 -1.2865 0.230 0.003 -0.516
O -0.7467 2.4649 -4.5473 -0.175 -0.231 0.559
H -0.7521 1.7933 -5.2293 -0.172 -0.089 -0.442
H 0.1743 2.5491 -4.3007 0.404 0.353 -0.157
O -0.7167 3.6699 -1.2956 0.030 -0.233 -0.105
H -0.7150 4.6193 -1.1741 -0.118 0.353 0.231
H -0.0931 3.5176 -2.0057 0.208 0.035 -0.166
O -0.3656 -3.2466 0.1666 0.011 0.163 0.008
H -0.6360 -3.8377 0.8692 -0.115 -0.171 0.328
H -0.2326 -3.8178 -0.5898 0.322 -0.283 -0.311
O -1.2278 -1.9023 -2.1077 0.846 0.637 0.937
H -1.4958 -2.8058 -1.9401 -0.430 -0.540 0.359
H -1.3740 -1.7786 -3.0456 -0.279 0.707 -1.125
O -2.1606 -1.0848 0.2209 0.737 0.134 -0.771
H -3.0342 -0.8848 -0.1153 -0.518 0.005 -0.699
H -2.3085 -1.3571 1.1266 0.354 -0.033 1.288
O 0.9364 -3.8488 -2.8857 -0.054 0.437 0.256
H 1.3996 -4.6859 -2.9166 0.279 -0.350 0.070
H 0.7370 -3.6510 -3.8008 -0.209 -0.053 -0.354
O 1.3856 -1.4660 -1.3641 -0.879 0.203 -0.361
H 2.3151 -1.4279 -1.1387 0.957 0.937 0.807
H 1.3318 -2.1326 -2.0489 -0.478 -0.881 -0.385
O -2.7594 -4.1713 -2.3307 0.233 0.170 0.171
H -3.3368 -4.5241 -3.0077 -0.074 -0.161 -0.329
H -3.2147 -4.3528 -1.5085 -0.153 -0.150 0.303
O 3.6363 1.9849 -2.2696 -0.038 -0.044 -0.181
H 4.0719 1.8188 -3.1056 0.176 0.019 -0.317
H 4.3422 1.9666 -1.6234 0.366 0.464 0.149
O -0.1524 0.6000 -2.4606 0.212 -0.199 0.368
H 0.5421 0.4327 -3.0977 0.807 -0.561 -0.368
H -0.7599 1.1834 -2.9155 -1.106 0.374 -0.059
```
Forces are in eV/Å.